1.
The following is a DFT calculation (ωB97M-V/def2-TZVPD) of C14H7N2O6ReS2 as an isolated structure.

```
32
C14H7N2O6ReS2 ωB97M-V/def2-TZVPD
Re -0.801 0.178 0.328
O 1.359 3.385 -0.870
C 0.994 2.275 -0.686
O -0.072 1.927 0.082
C 1.627 1.030 -1.245
C 2.749 0.926 -2.039
C 3.143 -0.350 -2.436
C 2.427 -1.477 -2.038
C 1.320 -1.281 -1.241
N 0.958 -0.056 -0.877
C 0.388 -2.314 -0.670
O 0.443 -3.482 -0.850
O -0.538 -1.694 0.114
H 3.290 1.815 -2.330
H 4.019 -0.468 -3.059
H 2.714 -2.478 -2.328
O 1.629 1.398 3.685
S 0.761 0.313 3.988
O 1.259 -0.976 4.319
N -0.305 0.141 2.644
C -1.504 0.472 2.965
S -2.670 0.494 1.628
C -1.753 0.839 4.355
C -2.940 1.190 4.974
C -2.893 1.511 6.325
C -1.693 1.481 7.026
C -0.496 1.124 6.403
C -0.561 0.806 5.069
H -3.873 1.214 4.425
H -3.802 1.791 6.839
H -1.685 1.739 8.076
H 0.436 1.099 6.950
```

As for the total energy: -1973.0760 hartree. As for the largest force on an atom: 0.7 eV/Å. Its net charge is +1. The value obtained for the HOMO-LUMO gap (alpha / beta) is 7.045 / 7.426 eV. The value obtained for the LUMO energy (alpha / beta) is -5.86 / -5.90 eV. As for the spin multiplicity: 4.

Here are the Mulliken charges for atoms 1 to 8, given in e: Re 1.3766; O -0.4844; C 0.3172; O -0.5603; C 0.6206; C -0.5783; C -0.2438; C -0.5654


2.
The following is a DFT calculation (ωB97M-V/def2-TZVPD) of C14H7N2O7ReS2 as an isolated structure.

```
33
C14H7N2O7ReS2 ωB97M-V/def2-TZVPD
Re 1.501 0.888 -0.587
O -1.359 0.236 -6.013
C -0.747 0.436 -4.854
C -0.524 1.712 -4.312
C 0.105 1.781 -3.096
N 0.496 0.687 -2.453
C 0.312 -0.529 -2.964
C -0.307 -0.712 -4.170
C 0.875 -1.585 -2.057
O 0.858 -2.753 -2.240
O 1.432 -0.992 -0.951
C 0.466 3.021 -2.328
O 0.258 4.137 -2.658
O 1.089 2.667 -1.159
H -1.650 1.061 -6.423
H -0.824 2.622 -4.818
H -0.454 -1.700 -4.582
O -2.082 -0.975 0.968
S -1.602 0.023 1.865
O -2.398 1.132 2.261
N -0.154 0.674 1.202
C 0.822 0.472 2.012
S 2.429 1.028 1.478
C 0.567 -0.306 3.232
C 1.444 -0.735 4.210
C 0.935 -1.541 5.222
C -0.406 -1.910 5.235
C -1.289 -1.483 4.245
C -0.773 -0.678 3.257
H 2.490 -0.456 4.193
H 1.592 -1.894 6.005
H -0.771 -2.551 6.026
H -2.330 -1.776 4.254
```

As for the total energy: -2048.3250 hartree. As for the largest force on an atom: 0.8 eV/Å. Its net charge is +1. The value obtained for the HOMO-LUMO gap (alpha / beta) is 7.171 / 7.447 eV. The value obtained for the LUMO energy (alpha / beta) is -5.77 / -5.81 eV. As for the spin multiplicity: 4.

Here are the Mulliken charges for atoms 1 to 8, given in e: Re 1.3054; O -0.4653; C 0.9725; C -0.3825; C 0.0612; N -0.2610; C 0.3085; C -0.5400


3.
The following is a DFT calculation (ωB97M-V/def2-TZVPD) of C14H7N4O8S2 as an isolated structure in a non-equilibrium geometry.

```
35
C14H7N4O8S2 ωB97M-V/def2-TZVPD
N 2.526 2.912 3.601
C 1.621 2.385 3.077
C 0.485 1.677 2.541
C -0.231 2.194 1.410
C -1.532 1.682 1.228
N -2.579 2.122 0.409
O -2.742 3.117 -0.268
O -3.591 1.135 0.515
N -3.225 0.145 1.409
C -2.004 0.527 1.875
C -1.162 -0.156 2.828
N -1.455 -1.455 3.382
O -2.469 -2.093 3.018
O -0.636 -1.900 4.232
C 0.055 0.474 3.159
H -0.005 3.154 0.935
H 0.666 0.046 3.956
C 4.487 3.202 -3.875
C 4.299 3.084 -2.497
C 3.009 2.910 -2.011
C 1.925 2.863 -2.867
C 2.098 2.992 -4.242
C 3.392 3.154 -4.746
S 0.364 2.600 -2.010
O -0.215 3.912 -1.824
O -0.358 1.517 -2.651
C 0.990 2.021 -0.517
S 2.566 2.668 -0.283
O 3.407 1.639 0.293
O 2.459 3.983 0.312
H 5.492 3.331 -4.275
H 5.132 3.128 -1.803
H 1.231 2.967 -4.899
H 3.544 3.245 -5.824
H 0.937 0.919 -0.436
```

As for the total energy: -2154.7604 hartree. As for the largest force on an atom: 2.9 eV/Å. Its net charge is -1. The value obtained for the HOMO-LUMO gap is 6.348 eV. The value obtained for the LUMO energy is 1.05 eV.

Here are the Mulliken charges for atoms 1 to 8, given in e: N -0.6010; C -0.0455; C -0.0795; C -0.5823; C 0.3527; N 0.8087; O -0.6518; O -0.2106


4.
The following is a DFT calculation (ωB97M-V/def2-TZVPD) of a 2-piece molecular cluster, C14H7N6O8 overall in a non-equilibrium geometry.

```
35
C14H7N6O8 ωB97M-V/def2-TZVPD
C -0.720 1.830 2.736
N -1.788 0.999 2.944
O -2.648 1.232 3.848
O -1.892 -0.016 2.197
C 0.241 1.513 1.727
C 0.812 0.219 1.607
C 1.899 -0.006 0.776
C 2.416 1.018 -0.030
C 3.586 0.789 -0.856
N 4.534 0.632 -1.528
C 1.807 2.280 0.019
C 0.769 2.534 0.901
H -0.715 2.787 3.270
H 0.416 -0.588 2.214
H 2.378 -0.988 0.774
H 2.207 3.067 -0.617
H 0.345 3.533 0.987
O -3.896 -0.305 8.798
N -2.872 0.392 8.716
O -2.470 1.120 9.654
C -2.033 0.408 7.509
C -1.163 1.481 7.324
C -0.197 1.483 6.290
N 0.569 2.684 6.008
O 0.616 3.586 6.866
O 1.136 2.769 4.889
C -0.047 0.370 5.431
C -0.970 -0.653 5.578
N -1.036 -1.886 4.913
O -0.423 -2.338 3.962
O -2.057 -2.618 5.564
N -2.653 -1.861 6.547
C -1.960 -0.702 6.581
H -1.241 2.342 7.981
H 0.746 0.295 4.694
```

As for the total energy: -1467.7765 hartree. As for the largest force on an atom: 2.8 eV/Å. Its net charge is -1. The value obtained for the HOMO-LUMO gap is 4.536 eV. The value obtained for the LUMO energy is 0.12 eV.

Here are the Mulliken charges for atoms 1 to 8, given in e: C -1.1120; N 1.0896; O -0.7793; O -0.7114; C 0.7343; C -0.1684; C -0.7911; C 0.5110